{"formula": "C6H12O", "method": "the ωB97M-V functional and the def2-TZVPD basis", "smiles": "C=C(C)C(=C)C.O", "total_energy_ha": -310.918479, "charge": 0, "e_above_lowest_ev": 3.831, "elements": ["C", "C", "C", "C", "C", "C", "H", "H", "H", "H", "H", "H", "H", "H", "H", "H", "H", "H", "O"], "coordinates": [[-2.404, -0.624, -0.022], [-0.886, -0.352, -0.039], [-0.122, -0.494, -1.154], [0.568, -1.299, 1.614], [-0.234, -0.220, 1.274], [-0.808, 0.588, 2.297], [-2.670, -1.652, 0.091], [-2.744, -0.351, -1.101], [-2.983, -0.372, 0.889], [0.774, -1.098, -1.230], [-0.423, -0.149, -2.089], [1.174, -1.380, 2.508], [0.710, -2.107, 0.998], [-0.842, 1.658, 2.004], [-0.241, 0.448, 3.198], [-1.899, 0.371, 2.617], [3.641, 2.290, -4.274], [5.135, 2.219, -3.998], [4.254, 2.523, -3.582]], "lowdin_charge": [-0.054, -0.315, 0.052, 0.076, -0.353, -0.102, 0.060, 0.113, 0.066, 0.066, 0.026, 0.059, 0.027, 0.095, 0.071, 0.112, 0.012, 0.079, -0.092]}